Entry 1:
16
Properties=species:S:1:pos:R:3:forces:R:3 method="wB97M-V/def2-TZVPD" energy_ha=-811.91522 charge=0 spin_multiplicity=1 smiles="N#C[C@@H]([PH2]=O)[C@@](N)(O)C#N"
N 0.932 3.177 -0.015 -1.16 -10.77 -4.76
C 0.789 1.990 -0.522 0.35 6.84 4.36
C 0.505 0.380 -0.785 -0.93 1.42 -1.09
P 1.927 -0.715 -0.056 -1.59 -4.31 2.84
O 1.422 -2.074 0.574 1.34 4.12 -2.21
C -0.944 -0.061 -0.076 -1.64 0.44 1.47
N -0.786 -0.085 1.428 -0.05 0.21 -1.20
O -2.013 0.914 -0.394 0.52 -1.25 0.29
C -1.479 -1.515 -0.706 1.28 -8.27 -4.47
N -1.556 -2.675 -1.324 0.45 11.08 5.85
H 0.421 0.172 -1.955 0.16 0.63 2.58
H 2.905 -1.048 -1.074 -0.64 1.05 0.42
H 2.518 0.089 1.017 -0.26 -0.16 -1.35
H -0.121 0.646 1.768 -0.87 -0.76 -0.70
H -1.691 0.048 1.936 1.15 -0.24 -0.93
H -2.828 0.757 0.185 1.90 -0.03 -1.09

Entry 2:
16
Properties=species:S:1:pos:R:3:forces:R:3 method="wB97M-V/def2-TZVPD" energy_ha=-811.94949 charge=0 spin_multiplicity=3
C -2.160 0.310 -1.453 0.05 -0.11 -1.04
C -2.238 -1.962 0.607 -0.11 -1.15 -0.39
C 2.348 0.193 0.799 -0.54 1.72 -0.72
C 1.816 1.383 -0.025 2.03 -0.91 -0.18
N -2.480 -0.135 -2.454 -0.20 -1.20 -1.78
N -2.244 -2.834 -0.244 0.27 1.52 5.07
N 0.445 1.317 -0.244 4.61 0.69 -2.81
O -2.015 0.903 -0.390 0.30 1.73 3.52
O -2.224 -1.272 1.564 -0.01 -0.66 -1.12
P -0.758 1.469 0.660 -5.20 0.11 2.30
H 2.052 0.344 1.832 0.69 -0.06 0.26
H 1.755 -0.564 0.432 -0.73 -2.52 -0.58
H 3.376 0.095 0.515 0.67 -0.44 0.70
H 2.229 2.193 0.575 -0.86 1.27 -0.33
H 2.386 1.478 -0.992 -0.76 -0.11 0.55
H -2.288 -2.918 -1.181 -0.21 0.12 -3.46

Entry 3:
14
Properties=species:S:1:pos:R:3:forces:R:3 method="wB97M-V/def2-TZVPD" energy_ha=-374.96286 charge=0 spin_multiplicity=1
H 1.340 2.061 -1.927 -0.33 0.39 -0.32
N 0.564 2.776 -1.856 -0.06 -1.09 1.13
N -0.252 2.362 -1.003 0.25 -0.45 -0.18
C -0.101 1.022 -0.488 0.44 -0.51 1.31
C 0.278 -0.086 -1.260 -1.26 1.45 0.57
N 0.216 -1.161 -0.418 -0.17 -2.55 -1.82
C -0.202 -0.838 0.829 0.58 1.94 0.49
N -0.280 -1.861 1.768 -1.61 -0.76 3.95
C -0.359 0.535 0.919 0.54 -0.54 -4.15
H 0.227 -0.137 -2.354 0.43 -0.28 0.68
H 0.176 -2.160 -0.759 0.24 1.82 0.75
H 0.324 -1.705 2.675 -1.52 -0.20 -2.56
H -1.317 -1.939 2.137 2.78 0.15 -0.93
H -0.615 1.130 1.738 -0.32 0.63 1.07

Entry 4:
14
Properties=species:S:1:pos:R:3:forces:R:3 method="wB97M-V/def2-TZVPD" energy_ha=-374.85836 charge=0 spin_multiplicity=1
C 0.827 0.068 1.948 -1.83 -0.56 -0.73
C 0.489 0.246 0.462 3.10 -2.18 -1.31
C 0.905 0.676 -1.773 3.19 -0.29 1.70
C -0.517 -0.053 -0.435 -2.56 -0.24 0.30
H 0.083 0.748 2.357 0.19 0.30 0.70
H 1.873 0.528 2.116 -1.55 -1.54 0.16
H 0.303 -0.976 2.355 2.50 2.43 -0.96
H 2.896 0.185 -0.252 -5.87 1.60 -0.51
H 1.588 0.991 -2.597 -1.07 -0.23 0.71
H -2.488 -1.301 1.556 1.34 -0.07 -0.01
N 1.561 0.508 -0.415 2.59 0.44 -2.43
N -0.352 0.381 -1.767 1.38 -1.09 1.95
N -1.703 -0.839 0.013 1.94 2.76 -3.59
N -1.573 -0.878 1.205 -3.35 -1.32 4.01

Record-wise relative energy (zero: lowest compared OMol25 entry of this formula, charge and spin) values, in eV: 6.271; 0.000; 2.681; 5.524